A cluster of 10 separate species, C69H162N10O17 in total, computed with ωB97M-V/def2-TZVPD.

The value obtained for the orbital gap is 0.3036 Eh. The calculation puts the energy relative to the best compared isomer or geometry (same formula, charge and spin) at 73.9 kcal per mole. As for the HOMO energy: -7.76 eV. As for the SMILES: CC1(C)CCCC(C)(C)N1O.CC1(C)CCCC(C)(C)N1O.CC1(C)CCCC(C)(C)N1O.COCCNCCOC.COCCNCCOC.COCCNCCOC.COCCNCCOC.COCCNCCOC.COCCNCCOC.COCCNCCOC. For the total energy, the calculation gives -123870.5426 eV. As for the strongest force on any atom: 3.41 eV/A.

Positions of all 258 atoms, in Å:
C -0.31 -4.17 6.27
C 1.11 -3.87 5.60
C 1.70 -2.47 6.16
C 3.16 -2.24 5.88
C 3.91 -3.43 6.47
C 3.52 -4.91 5.97
N 1.99 -5.01 5.97
O 1.55 -6.32 5.64
C 4.06 -5.18 4.65
C 4.12 -5.95 7.03
C 0.91 -3.83 4.08
H -0.34 -3.96 7.34
H -0.54 -5.23 6.32
H -1.13 -3.67 5.76
H 1.22 -1.64 5.63
H 1.51 -2.33 7.22
H 3.53 -1.28 6.24
H 3.27 -2.21 4.80
H 3.86 -3.33 7.56
H 4.97 -3.26 6.33
H 3.54 -5.99 4.14
H 3.99 -4.29 4.03
H 5.11 -5.48 4.72
H 3.50 -5.97 7.93
H 3.96 -7.00 6.79
H 5.15 -5.77 7.36
H 1.88 -3.68 3.61
H 0.21 -3.03 3.86
H 0.50 -4.78 3.75
H 1.03 -6.54 6.41
C -0.85 0.96 -0.92
C -0.11 0.16 0.19
C -1.17 -0.66 0.96
C -0.63 -1.82 1.78
C 0.19 -2.72 0.89
C 1.39 -2.00 0.16
N 0.82 -0.81 -0.45
O 1.72 -0.08 -1.24
C 2.46 -1.66 1.21
C 1.81 -2.97 -0.89
C 0.56 1.21 1.17
H -0.20 1.52 -1.60
H -1.68 1.57 -0.59
H -1.15 0.25 -1.70
H -1.65 -0.01 1.69
H -1.92 -1.06 0.28
H -1.44 -2.35 2.29
H 0.03 -1.37 2.52
H -0.52 -3.22 0.23
H 0.60 -3.54 1.48
H 2.14 -1.18 2.14
H 3.01 -2.52 1.61
H 3.16 -0.94 0.82
H 2.10 -3.90 -0.39
H 1.06 -3.13 -1.66
H 2.74 -2.71 -1.39
H 1.19 0.83 1.98
H -0.28 1.78 1.57
H 1.15 1.81 0.49
H 1.36 -0.11 -2.13
C -6.04 4.99 1.58
C -6.31 3.56 1.09
C -4.97 2.83 0.87
C -4.30 2.39 2.24
C -5.19 1.45 2.98
C -6.59 2.07 3.24
N -7.13 2.70 1.98
O -8.40 3.34 2.13
C -7.43 0.82 3.57
C -6.55 3.05 4.46
C -6.99 3.69 -0.38
H -6.91 5.54 1.92
H -5.57 5.58 0.79
H -5.43 4.93 2.48
H -5.30 1.92 0.38
H -4.25 3.34 0.24
H -4.06 3.22 2.92
H -3.29 2.01 2.07
H -4.71 1.33 3.95
H -5.24 0.49 2.46
H -7.10 0.37 4.51
H -8.46 1.14 3.73
H -7.51 0.06 2.80
H -7.51 3.47 4.73
H -6.23 2.69 5.44
H -5.89 3.90 4.23
H -7.72 4.50 -0.29
H -7.65 2.89 -0.74
H -6.33 4.04 -1.17
H -8.99 2.74 1.67
C -1.98 -8.50 2.83
O -1.16 -8.41 1.71
C -1.44 -7.31 0.88
C -0.52 -7.33 -0.37
N 0.87 -6.81 -0.15
C 1.62 -7.32 1.00
C 3.04 -6.79 0.93
O 3.67 -7.18 -0.31
C 4.25 -8.47 -0.35
H -3.02 -8.66 2.52
H -1.84 -7.59 3.42
H -1.65 -9.41 3.32
H -1.29 -6.44 1.52
H -2.50 -7.17 0.66
H -0.91 -6.77 -1.22
H -0.40 -8.39 -0.62
H 1.55 -6.99 -0.87
H 1.68 -8.41 1.03
H 1.28 -6.95 1.96
H 3.55 -6.98 1.87
H 2.92 -5.71 0.84
H 3.47 -9.23 -0.23
H 4.94 -8.68 0.46
H 4.72 -8.73 -1.31
C 0.69 10.04 -6.41
O -0.17 9.23 -5.62
C 0.21 8.99 -4.26
C -1.07 8.42 -3.55
N -1.38 7.01 -3.89
C -2.63 6.67 -3.32
C -2.85 5.17 -3.69
O -3.85 4.68 -2.81
C -4.20 3.32 -3.08
H 1.08 10.80 -5.74
H 0.21 10.53 -7.26
H 1.59 9.50 -6.70
H 0.49 9.91 -3.74
H 1.05 8.29 -4.33
H -1.83 9.18 -3.68
H -0.81 8.35 -2.50
H -1.29 6.92 -4.89
H -3.36 7.43 -3.57
H -2.55 6.76 -2.24
H -1.93 4.60 -3.56
H -3.20 5.01 -4.71
H -3.48 2.67 -2.59
H -4.19 3.00 -4.12
H -5.19 3.15 -2.65
C -4.52 -0.99 7.21
O -3.42 -0.19 6.70
C -2.64 -0.91 5.73
C -1.46 -0.12 5.15
N -1.89 1.22 4.72
C -1.03 2.29 5.21
C -1.28 3.65 4.47
O -2.54 4.28 4.83
C -2.96 5.37 4.08
H -5.21 -1.28 6.41
H -5.03 -0.42 7.99
H -4.09 -1.89 7.64
H -3.15 -1.40 4.89
H -2.06 -1.66 6.27
H -0.89 -0.63 4.37
H -0.73 0.03 5.94
H -2.86 1.33 4.98
H 0.04 2.15 5.06
H -1.14 2.37 6.30
H -1.26 3.64 3.38
H -0.53 4.34 4.84
H -2.23 6.17 3.94
H -3.82 5.77 4.62
H -3.30 5.06 3.10
C -1.27 1.75 -5.76
O 0.00 1.19 -5.72
C 0.06 -0.10 -5.07
C 1.44 -0.59 -4.92
N 2.18 0.35 -4.14
C 3.56 0.10 -3.95
C 4.20 1.29 -3.27
O 4.55 2.26 -4.27
C 5.93 2.15 -4.77
H -1.56 2.34 -6.63
H -1.48 2.26 -4.82
H -1.95 0.90 -5.83
H -0.47 -0.82 -5.70
H -0.55 -0.19 -4.17
H 1.93 -0.62 -5.90
H 1.31 -1.60 -4.54
H 1.99 1.30 -4.41
H 4.20 -0.08 -4.81
H 3.61 -0.78 -3.30
H 5.02 0.94 -2.65
H 3.51 1.84 -2.62
H 6.10 1.14 -5.16
H 6.54 2.42 -3.91
H 6.28 2.82 -5.55
C 9.11 -2.45 -4.22
O 7.72 -2.57 -4.08
C 7.09 -1.88 -2.98
C 7.21 -2.70 -1.68
N 7.03 -2.01 -0.39
C 5.76 -1.46 -0.06
C 5.94 -0.43 1.07
O 6.05 -1.22 2.19
C 6.09 -0.53 3.40
H 9.42 -1.41 -4.32
H 9.50 -2.80 -5.18
H 9.65 -3.00 -3.44
H 6.01 -1.81 -3.07
H 7.50 -0.88 -2.84
H 8.16 -3.22 -1.67
H 6.53 -3.55 -1.59
H 7.52 -2.39 0.41
H 5.05 -2.22 0.26
H 5.36 -0.94 -0.93
H 5.14 0.31 1.11
H 6.84 0.13 0.80
H 6.39 -1.20 4.20
H 5.31 0.21 3.61
H 6.98 0.09 3.28
C 0.13 -4.52 -3.97
O -0.95 -3.59 -3.70
C -1.87 -4.18 -2.73
C -2.51 -2.96 -2.16
N -3.48 -2.47 -3.11
C -3.80 -1.02 -2.96
C -4.70 -0.50 -4.12
O -3.98 -0.32 -5.33
C -3.95 -1.35 -6.22
H 0.78 -4.62 -3.10
H 0.63 -4.24 -4.89
H -0.30 -5.51 -4.17
H -1.43 -4.74 -1.91
H -2.57 -4.87 -3.20
H -1.77 -2.23 -1.84
H -3.17 -3.23 -1.34
H -3.17 -2.62 -4.06
H -2.84 -0.50 -3.00
H -4.28 -0.81 -2.00
H -5.00 0.46 -3.70
H -5.54 -1.17 -4.24
H -3.61 -1.10 -7.22
H -4.91 -1.86 -6.25
H -3.27 -2.07 -5.76
C -0.75 5.57 -7.23
O -0.40 5.15 -5.89
C 0.98 4.78 -5.84
C 1.30 4.37 -4.46
N 1.11 5.45 -3.52
C 1.14 4.92 -2.14
C 0.89 6.05 -1.13
O 0.61 5.49 0.20
C 1.74 5.31 1.03
H -1.82 5.77 -7.24
H -0.68 4.69 -7.87
H -0.20 6.40 -7.67
H 1.63 5.60 -6.15
H 1.12 3.94 -6.53
H 2.33 4.02 -4.36
H 0.60 3.55 -4.25
H 0.31 6.01 -3.77
H 2.09 4.45 -1.88
H 0.37 4.16 -1.99
H -0.06 6.57 -1.24
H 1.78 6.68 -1.16
H 2.13 6.29 1.31
H 2.39 4.62 0.50
H 1.50 4.72 1.92

Here are the Löwdin charges for atoms 1 to 6, given in e: -0.02 -0.41 -0.12 -0.21 -0.12 -0.44